Entry 1:
{
  "formula": "C3H8N4S",
  "method": "ωB97M-V with the def2-TZVPD basis set",
  "orbital_gap_ev": 9.80,
  "lumo_ha": 0.0304,
  "spin_multiplicity": 1,
  "homo_energy_ha": -0.3296,
  "total_charge": 0,
  "symbols": ["C", "C", "C", "N", "N", "N", "N", "S", "H", "H", "H", "H", "H", "H", "H", "H"],
  "xyz": [[0.497, -1.457, 1.317], [1.296, -0.463, 2.119], [-0.075, 0.810, -2.260], [-1.314, 3.295, -0.168], [-1.044, 2.348, -0.727], [-0.471, -1.010, 0.648], [-1.010, 1.349, -1.278], [-1.414, -2.273, -0.081], [0.797, -2.579, 1.427], [0.604, 0.365, 2.470], [2.246, -0.217, 1.579], [1.766, -0.826, 3.056], [0.402, 1.510, -2.933], [0.588, 0.247, -1.629], [-0.725, 0.156, -2.887], [-2.143, -1.256, -0.651]]
}

Entry 2:
{
  "formula": "C3H8N4S",
  "method": "ωB97M-V with the def2-TZVPD basis set",
  "orbital_gap_ev": 9.22,
  "lumo_ha": 0.0276,
  "spin_multiplicity": 1,
  "homo_energy_ha": -0.3113,
  "total_charge": 0,
  "symbols": ["C", "C", "C", "H", "H", "H", "H", "H", "H", "H", "H", "N", "N", "N", "N", "S"],
  "xyz": [[-2.988, -1.366, -0.021], [-1.927, -0.731, -1.026], [1.369, 0.020, 0.887], [-2.469, -2.144, 0.937], [-3.773, -0.476, 0.572], [-3.562, -1.897, -1.010], [-2.249, -0.549, -2.013], [3.051, 0.233, 1.677], [0.800, 1.377, -0.671], [3.281, 1.450, -1.030], [2.746, 2.721, -0.005], [-0.677, -0.383, -0.836], [2.150, -0.338, 1.836], [1.612, 1.048, 0.089], [2.822, 1.661, -0.242], [-0.186, -0.626, 0.856]]
}

Entry 3:
{
  "formula": "C3H8N5",
  "method": "ωB97M-V with the def2-TZVPD basis set",
  "orbital_gap_ev": [8.23, 8.22],
  "lumo_ha": [-0.1691, -0.1691],
  "spin_multiplicity": 1,
  "homo_energy_ha": [-0.4714, -0.4714],
  "total_charge": 1,
  "smiles": "[H]/N=C(/C=C\\NN)N=[NH2+]",
  "symbols": ["C", "C", "C", "N", "N", "N", "N", "N", "H", "H", "H", "H", "H", "H", "H", "H"],
  "xyz": [[-0.348, -0.299, -1.466], [0.972, 0.109, -1.646], [-1.254, -0.326, -0.258], [-2.468, -0.727, -0.233], [1.670, 0.649, -0.615], [-0.624, 0.059, 1.016], [-0.276, -0.848, 1.848], [0.890, 1.130, 0.404], [-0.954, -0.903, -2.168], [1.419, -0.166, -2.477], [-2.861, -0.605, 0.611], [2.509, 1.199, -0.740], [-0.336, -1.862, 1.588], [-0.122, -0.559, 2.769], [1.406, 1.202, 1.336], [0.377, 1.948, 0.030]]
}

Quick rundown of relative energy (zero: lowest compared OMol25 entry of this formula, charge and spin), same order as above: 89.2, 116.7, 111.1 kcal per mole